Formula: C5H4OS
Source: the Open Molecules 2025 dataset
Level of theory: ωB97M-V/def2-TZVPD

Summary:
- largest force on an atom (Eh/bohr) = 0.0172
- Kohn-Sham gap (eV) = 10.55
- HOMO level (hartree) = -0.3641
- E (Ha) = -666.2484
- molar mass (g/mol) = 112.2
- SMILES string = C#CC[C@H]1SC1=O

Structure (ORCA input):
```
! wB97M-V def2-TZVPD RIJCOSX def2/J DEFGRID3
* xyz 0 1
C 1.43516 -2.14183 1.11384
C 0.93321 -1.30866 0.41859
C 0.31357 -0.32477 -0.49026
C -0.74889 0.62482 0.08150
S -0.26081 2.28669 0.76278
C -1.22717 1.85674 -0.60145
O -1.81356 2.34540 -1.50522
H 1.90537 -2.84322 1.73611
H 1.10863 0.27359 -0.94472
H -0.17558 -0.89158 -1.29135
H -1.46994 0.12281 0.72016
*
```

***

Formula: C21H49GeN2OSi5V
Source: the Open Molecules 2025 dataset
Level of theory: ωB97M-V/def2-TZVPD

Summary:
- largest force on an atom (Eh/bohr) = 0.0425
- Kohn-Sham gap (spin up / spin down) (eV) = 6.74 / 6.76
- HOMO level (spin up / spin down) (hartree) = -0.2795 / -0.2796
- E (Ha) = -5482.9156
- molar mass (g/mol) = 609.6

Structure (ORCA input):
```
! wB97M-V def2-TZVPD RIJCOSX def2/J DEFGRID3
* xyz 0 1
V 0.43203 -0.78796 0.94324
C -2.54912 -3.90452 -1.25449
Si -1.77148 -3.44977 0.39842
C -3.00247 -2.49100 1.40334
C -1.41538 -5.04464 1.31561
N -0.30207 -2.47975 0.28945
C 0.87130 -2.91466 -0.40519
C 0.83409 -4.11058 -1.12361
C 1.89738 -4.64681 -1.82022
C 3.09186 -3.94584 -1.82006
C 3.15222 -2.76212 -1.11273
C 2.09892 -2.20687 -0.38324
N 2.30126 -0.99327 0.35857
Si 3.92429 -0.28434 0.50166
C 4.67413 0.19599 -1.15144
C 5.06455 -1.48043 1.39568
C 3.90345 1.22696 1.60262
H -3.49716 -4.40865 -1.05054
H -1.93508 -4.58813 -1.83626
H -2.76431 -3.03756 -1.89188
H -3.90844 -3.08698 1.53059
H -3.28452 -1.55292 0.92477
H -2.60287 -2.26806 2.39409
H -2.35510 -5.56921 1.50554
H -0.94443 -4.83779 2.27845
H -0.76169 -5.72142 0.76569
H -0.08745 -4.66769 -1.12642
H 1.78389 -5.58718 -2.34262
H 3.96692 -4.30585 -2.34431
H 4.09179 -2.24078 -1.12264
H 4.88068 -0.65852 -1.79376
H 5.62144 0.70878 -0.96635
H 4.03731 0.87471 -1.71280
H 5.29229 -2.38701 0.84185
H 4.62359 -1.77927 2.34880
H 6.01043 -0.97584 1.60841
H 3.32897 2.05561 1.20079
H 4.93217 1.57547 1.71672
H 3.51691 0.98896 2.59623
C -1.45410 2.40930 3.46279
Si -2.39136 2.07813 1.86826
C -3.66858 0.76052 2.25366
C -3.31056 3.63719 1.34381
Ge -0.85553 1.44064 0.13587
Si 0.63052 3.28232 -0.15643
C -0.29633 4.81994 -0.72828
C 1.42292 3.71645 1.48813
C 1.90552 2.88782 -1.47913
Si -1.92010 0.99167 -1.94613
C -0.66176 0.38078 -3.20501
C -3.24028 -0.32436 -1.72665
C -2.76162 2.54331 -2.60813
H -2.16201 2.66954 4.25180
H -0.75074 3.23386 3.36145
H -0.90038 1.52337 3.77171
H -4.30573 1.11020 3.06808
H -3.18852 -0.15834 2.57217
H -4.30931 0.54106 1.39923
H -3.99692 3.93609 2.13776
H -3.89272 3.46966 0.43809
H -2.62872 4.46443 1.15877
H -1.05132 5.12738 -0.00784
H -0.78723 4.66176 -1.68522
H 0.41434 5.64003 -0.84389
H 0.66445 4.05540 2.19080
H 2.14269 4.52745 1.35673
H 1.92876 2.87110 1.93508
H 1.42573 2.74114 -2.44562
H 2.45373 1.97913 -1.23709
H 2.61575 3.71054 -1.58015
H -0.15062 -0.51286 -2.84437
H 0.09049 1.13631 -3.42293
H -1.16604 0.13026 -4.14006
H -2.79199 -1.23102 -1.30828
H -3.69625 -0.56967 -2.68734
H -4.03297 0.01004 -1.05684
H -2.04914 3.34494 -2.78779
H -3.51744 2.91159 -1.91522
H -3.25245 2.31074 -3.55462
O 0.34550 -0.70883 2.51087
*
```

***

Formula: C26H48BrO4PS2SiYb
Source: the Open Molecules 2025 dataset
Level of theory: ωB97M-V/def2-TZVPD

Summary:
- largest force on an atom (Eh/bohr) = 0.0422
- Kohn-Sham gap (eV) = 7.53
- HOMO level (hartree) = -0.2588
- E (Ha) = -6480.6948
- molar mass (g/mol) = 800.8

Structure (ORCA input):
```
! wB97M-V def2-TZVPD RIJCOSX def2/J DEFGRID3
* xyz 0 1
Yb -0.11760 -1.65655 -0.99174
C 4.31302 -6.25282 -2.96356
C 3.57928 -5.47074 -1.90426
O 2.42344 -4.86549 -2.51672
P 1.11612 -4.58485 -1.63972
S -0.18354 -3.71324 -2.84193
S 1.57757 -3.62875 0.04624
O 0.63276 -6.04338 -1.19175
C 0.25117 -6.99642 -2.20641
C 0.71154 -8.36339 -1.76600
H 5.20337 -6.71738 -2.53885
H 4.62321 -5.60549 -3.78279
H 3.68029 -7.04019 -3.37420
H 4.18966 -4.66776 -1.48785
H 3.26052 -6.11174 -1.07825
H 0.69616 -6.71370 -3.16344
H -0.83364 -6.94360 -2.31138
H 1.79890 -8.40963 -1.70316
H 0.37941 -9.11816 -2.47901
H 0.30390 -8.61491 -0.78799
C 3.54140 2.57440 3.60575
C 2.97497 1.61208 2.54746
C 3.59550 1.98928 1.19484
C 3.48076 0.19646 2.87140
Si 1.05926 1.73282 2.47003
Br 0.41701 -0.12497 1.30218
C 0.17052 1.54187 4.16098
C 0.18338 2.87239 4.93227
C 0.85754 0.48184 5.03438
C -1.29333 1.09903 4.02012
C 0.40933 3.19128 1.40716
C 1.03251 4.52294 1.85611
C -1.11769 3.31372 1.53083
C 0.70584 3.00958 -0.09026
H 4.63366 2.54750 3.56017
H 3.25772 2.29473 4.61904
H 3.24011 3.61047 3.45078
H 4.67681 1.84218 1.25737
H 3.42769 3.02962 0.92181
H 3.23041 1.36373 0.37823
H 4.57298 0.20953 2.83443
H 3.14144 -0.54305 2.14528
H 3.19508 -0.15193 3.85934
H 1.18440 3.27615 5.08365
H -0.25083 2.71122 5.92275
H -0.41365 3.64035 4.44214
H 1.86398 0.76371 5.33471
H 0.91047 -0.49199 4.54510
H 0.27345 0.35329 5.94945
H -1.91071 1.80128 3.46519
H -1.71774 1.01075 5.02335
H -1.38769 0.12435 3.54135
H 0.85899 4.75025 2.90821
H 0.58754 5.33534 1.27490
H 2.10726 4.55824 1.68189
H -1.44696 3.59677 2.52953
H -1.63255 2.39208 1.25171
H -1.45995 4.09408 0.84629
H 1.76680 2.96928 -0.32850
H 0.28693 3.86742 -0.62284
H 0.23964 2.11227 -0.50091
C -5.98998 3.13114 -4.60701
C -4.94776 2.30665 -3.90606
C -5.28524 1.16659 -3.20117
C -4.33811 0.40024 -2.52007
C -4.88363 -0.80932 -1.80477
C -2.98773 0.79727 -2.57117
C -2.62147 1.94707 -3.29473
C -1.21598 2.47858 -3.41329
C -3.61270 2.68179 -3.93593
C -1.90728 -0.01166 -1.87153
O -0.70652 0.23846 -2.18156
O -2.27627 -0.86754 -1.01808
H -6.91208 2.56924 -4.75139
H -5.63711 3.46380 -5.58364
H -6.23368 4.02442 -4.02763
H -6.32161 0.85136 -3.17071
H -5.95634 -0.86714 -1.98774
H -4.70848 -0.76350 -0.73266
H -4.42238 -1.73599 -2.14688
H -0.53155 1.74831 -3.84103
H -0.80715 2.75040 -2.43953
H -1.22895 3.36834 -4.04026
H -3.32582 3.56932 -4.48807
*
```

***

Formula: C3H2ClN3O
Source: the Open Molecules 2025 dataset
Level of theory: ωB97M-V/def2-TZVPD

Summary:
- largest force on an atom (Eh/bohr) = 0.0492
- Kohn-Sham gap (spin up / spin down) (eV) = 6.45 / 7.44
- HOMO level (spin up / spin down) (hartree) = -0.2677 / -0.2866
- E (Ha) = -814.9850
- molar mass (g/mol) = 131.5

Structure (ORCA input):
```
! wB97M-V def2-TZVPD RIJCOSX def2/J DEFGRID3
* xyz 0 1
C -0.93384 0.67734 -0.62903
C -2.08515 0.89761 0.01757
C 0.18949 -0.14524 3.31304
N 0.14540 -0.01694 -0.21912
N -0.14105 -0.48846 2.14323
N 0.44689 -0.49388 0.98225
O -3.11816 1.06001 0.52551
Cl -0.65247 -0.69382 4.67605
H -0.85691 0.74062 -1.65770
H 1.11262 -1.24823 0.73747
*
```

***

> The highest largest force on an atom belongs to which entry?

C3H2ClN3O